Entry from the OMol25 dataset: 3 unconnected molecules or ions with the total composition C3H13NO2S2 in a non-equilibrium geometry (ωB97M-V/def2-TZVPD).

Its structure (SMILES) is NCCCSS.O.O. As for the net charge: 0. The value obtained for the LUMO energy is 0.0188 Eh. The calculation puts the frontier orbital gap at 9.4 eV. Its energy above the lowest of the compared OMol25 structures with the same formula, charge and spin is 20.7 kcal/mol.

CARTESIAN COORDINATES (ANGSTROEM)
N1 -0.282 -1.770 -1.387
C1 0.811 -0.925 -0.891
C2 1.034 -1.161 0.622
C3 0.883 0.061 1.522
S1 2.423 0.866 2.012
S2 2.776 2.601 1.054
H1 -0.534 -1.512 -2.335
H2 -0.019 -2.748 -1.442
H3 0.569 0.099 -1.163
H4 1.781 -1.112 -1.384
H5 1.983 -1.650 0.846
H6 0.298 -1.931 0.923
H7 0.483 -0.286 2.475
H8 0.216 0.818 1.113
H9 3.642 2.307 0.031
O1 -2.775 0.567 -1.844
H10 -2.194 -0.128 -1.473
H11 -3.229 0.887 -1.060
O2 -2.375 1.602 1.104
H12 -2.885 0.986 0.595
H13 -2.606 2.429 0.684

Entry from the OMol25 dataset: a molecular structure, C20H10Cl5IrN2O2 (ωB97M-V/def2-TZVPD).

Its spin multiplicity is 5. As for the net charge: 0. The value obtained for the LUMO energy (alpha / beta) is -0.0308 / -0.1142 Eh. The calculation puts the frontier orbital gap (alpha / beta) at 7.6 / 5.8 eV. Its energy above the lowest of the compared OMol25 structures with the same formula, charge and spin is 1.0 kcal/mol.

CARTESIAN COORDINATES (ANGSTROEM)
Ir1 -0.597 0.171 -0.630
O1 -0.314 -0.228 -2.514
C1 0.733 0.163 -3.235
C2 0.612 0.005 -4.623
C3 1.622 0.393 -5.465
C4 2.812 0.951 -4.964
C5 2.955 1.091 -3.616
C6 1.930 0.704 -2.716
C7 2.211 0.846 -1.328
N1 1.379 0.579 -0.374
N2 1.845 0.680 0.931
C8 0.863 0.390 1.723
O2 -0.338 0.007 1.309
C9 1.065 0.452 3.187
C10 -0.034 0.325 4.031
C11 0.138 0.388 5.407
C12 1.407 0.569 5.939
C13 2.505 0.690 5.095
C14 2.337 0.634 3.722
H1 -0.310 -0.424 -4.995
H2 1.499 0.265 -6.533
H3 3.601 1.260 -5.636
H4 3.868 1.505 -3.204
H5 3.192 1.200 -1.022
H6 -1.016 0.183 3.602
H7 -0.718 0.293 6.063
H8 1.542 0.618 7.013
H9 3.496 0.828 5.511
H10 3.182 0.730 3.053
Cl1 -1.135 -3.065 -0.604
C15 -2.580 -2.098 -0.556
C16 -2.445 -0.709 -0.571
C17 -3.619 -0.027 -0.503
Cl2 -1.232 2.423 -0.918
C18 -4.882 -0.541 -0.439
Cl3 -6.260 0.495 -0.364
C19 -4.993 -1.929 -0.436
Cl4 -6.541 -2.678 -0.366
C20 -3.831 -2.710 -0.492
Cl5 -3.948 -4.429 -0.482

Entry from the OMol25 dataset: a molecular structure, C16H17F6IN2OZn in a non-equilibrium geometry (ωB97M-V/def2-TZVPD).

As for the net charge: 0. The value obtained for the LUMO energy (alpha / beta) is -0.0366 / -0.0360 Eh. The calculation puts the frontier orbital gap (alpha / beta) at 5.5 / 5.5 eV. Its energy above the lowest of the compared OMol25 structures with the same formula, charge and spin is 62.2 kcal/mol.

CARTESIAN COORDINATES (ANGSTROEM)
C1 0.444 1.385 1.440
C2 0.623 -1.352 1.569
H1 1.430 1.837 1.611
H2 0.118 0.893 2.369
H3 -0.267 2.190 1.208
H4 0.640 -2.391 1.244
H5 1.280 -1.155 2.418
H6 -0.407 -1.077 1.884
C3 0.120 2.668 -1.677
C4 0.162 3.481 -2.807
C5 0.063 2.880 -4.066
C6 -0.099 1.497 -4.169
H7 0.226 3.054 -0.659
H8 0.283 4.553 -2.674
H9 0.116 3.483 -4.970
H10 -0.167 0.975 -5.119
N1 -0.047 1.342 -1.781
C7 -0.169 0.738 -2.991
C8 -0.333 -0.731 -2.980
N2 -0.307 -1.331 -1.759
C9 -0.416 -2.662 -1.645
C10 -0.588 -2.881 -4.034
C11 -0.559 -3.484 -2.768
H11 -0.373 -3.065 -0.629
H12 -0.637 -4.557 -2.630
C12 -0.475 -1.498 -4.146
H13 -0.489 -0.977 -5.103
H14 -0.697 -3.490 -4.929
Zn1 -0.110 0.068 -0.117
I1 2.401 -0.323 0.314
C13 -4.287 -0.353 -0.394
C14 -3.259 0.255 0.544
O1 -1.998 0.052 0.144
C15 -3.596 1.800 0.631
F1 -4.929 2.058 0.802
F2 -2.924 2.442 1.620
F3 -3.235 2.383 -0.549
C16 -3.511 -0.418 1.954
F4 -4.801 -0.293 2.395
F5 -3.264 -1.757 1.844
F6 -2.691 0.061 2.922
H15 -4.171 0.099 -1.379
H16 -5.312 -0.203 -0.036
H17 -4.083 -1.419 -0.497

Entry from the OMol25 dataset: a single C2H7N3O molecule in a non-equilibrium geometry (ωB97M-V/def2-TZVPD).

Its structure (SMILES) is N/C=N/[C@H](N)O. As for the net charge: 0. The value obtained for the LUMO energy is 0.0360 Eh. The calculation puts the frontier orbital gap at 10.2 eV. Its energy above the lowest of the compared OMol25 structures with the same formula, charge and spin is 24.8 kcal/mol.

CARTESIAN COORDINATES (ANGSTROEM)
N1 -2.448 -0.535 0.079
C1 -1.281 0.092 -0.194
N2 -0.192 -0.560 -0.266
C2 1.034 0.138 -0.389
N3 2.084 -0.701 0.079
O1 0.970 1.480 0.240
H1 -3.313 -0.068 -0.129
H2 -2.422 -1.542 0.064
H3 -1.367 1.178 -0.319
H4 1.235 0.406 -1.435
H5 1.884 -1.068 1.002
H6 2.974 -0.220 0.073
H7 0.846 1.399 1.194

Entry from the OMol25 dataset: a single C3H4OS molecule in a non-equilibrium geometry (ωB97M-V/def2-TZVPD).

As for the net charge: 0. The value obtained for the LUMO energy (alpha / beta) is 0.0151 / 0.0150 Eh. The calculation puts the frontier orbital gap (alpha / beta) at 8.1 / 8.1 eV. Its energy above the lowest of the compared OMol25 structures with the same formula, charge and spin is 77.2 kcal/mol.

CARTESIAN COORDINATES (ANGSTROEM)
C1 1.841 0.324 0.120
C2 -0.080 -0.798 -0.405
C3 -1.144 0.047 0.317
O1 1.754 1.492 0.011
S1 1.490 -1.272 0.153
H1 -0.092 -0.410 -1.442
H2 -0.582 0.974 0.521
H3 -1.308 -0.458 1.162
H4 -1.881 0.101 -0.437

Entry from the OMol25 dataset: a molecular structure, C37H30MnN11O2S3 (ωB97M-V/def2-TZVPD).

Its spin multiplicity is 5. As for the net charge: 0. The value obtained for the LUMO energy (alpha / beta) is -0.0444 / -0.0170 Eh. The calculation puts the frontier orbital gap (alpha / beta) at 6.6 / 7.4 eV. Its energy above the lowest of the compared OMol25 structures with the same formula, charge and spin is 22.2 kcal/mol.

CARTESIAN COORDINATES (ANGSTROEM)
Mn1 1.068 -0.761 0.867
C1 3.636 -3.300 0.410
C2 2.149 -3.443 0.449
N1 1.440 -2.943 -0.502
N2 0.151 -3.399 -0.600
C3 -0.839 -2.612 -0.699
S1 -0.819 -0.868 -0.552
S2 -2.443 -3.328 -0.945
C4 -2.287 -4.874 0.036
C5 -3.233 -4.853 1.202
C6 -3.079 -3.906 2.211
C7 -3.958 -3.865 3.280
C8 -5.012 -4.769 3.352
C9 -5.175 -5.713 2.351
C10 -4.288 -5.753 1.282
C11 1.490 -4.097 1.597
C12 1.714 -5.420 1.949
C13 1.009 -6.007 2.987
C14 0.091 -5.242 3.696
C15 -0.122 -3.912 3.382
C16 0.564 -3.310 2.323
O1 0.359 -2.031 2.041
H1 3.972 -3.020 -0.587
H2 4.091 -4.247 0.701
H3 3.971 -2.551 1.128
H4 -1.243 -4.923 0.343
H5 -2.494 -5.707 -0.632
H6 -2.268 -3.189 2.144
H7 -3.828 -3.121 4.056
H8 -5.707 -4.731 4.182
H9 -5.995 -6.417 2.397
H10 -4.417 -6.495 0.502
H11 2.427 -6.003 1.378
H12 1.176 -7.045 3.241
H13 -0.467 -5.689 4.509
H14 -0.823 -3.313 3.949
C17 -2.394 3.900 1.778
N3 -1.624 2.663 1.826
C18 -0.394 2.380 1.387
N4 -0.069 1.146 1.717
C19 -1.179 0.698 2.376
N5 -2.133 1.588 2.466
C20 -2.827 4.337 0.397
C21 -4.158 4.653 0.152
C22 -4.554 5.126 -1.092
C23 -3.634 5.285 -2.113
C24 -2.301 4.963 -1.877
C25 -1.907 4.499 -0.627
C26 -1.296 5.111 -2.922
N6 -1.399 5.628 -4.099
N7 -0.158 5.514 -4.692
C27 0.610 4.934 -3.832
O2 -0.044 4.653 -2.681
C28 2.002 4.524 -3.959
C29 2.696 4.720 -5.151
C30 3.992 4.252 -5.266
C31 4.597 3.578 -4.211
C32 3.915 3.393 -3.019
C33 4.515 2.608 -1.873
N8 3.650 1.491 -1.523
C34 2.828 1.366 -0.487
N9 2.101 0.271 -0.644
C35 2.547 -0.257 -1.818
N10 3.482 0.463 -2.381
C36 2.621 3.877 -2.896
H15 -1.809 4.693 2.249
H16 -3.265 3.712 2.399
H17 0.244 3.081 0.878
H18 -1.254 -0.299 2.778
H19 -4.894 4.525 0.936
H20 -5.594 5.368 -1.264
H21 -3.929 5.646 -3.089
H22 -0.861 4.279 -0.471
H23 2.203 5.224 -5.971
H24 4.531 4.388 -6.194
H25 5.601 3.186 -4.324
H26 4.623 3.222 -0.979
H27 5.491 2.209 -2.142
H28 2.789 2.038 0.355
H29 2.164 -1.174 -2.232
H30 2.069 3.718 -1.978
S3 5.202 0.345 2.594
C37 3.733 -0.150 2.207
N11 2.660 -0.514 1.887

Entry from the OMol25 dataset: a gas-phase ion, CHN2 (charge +1) in a non-equilibrium geometry (ωB97M-V/def2-TZVPD).

Its structure (SMILES) is C1=[N+]=N1. As for the net charge: +1. The value obtained for the LUMO energy is -0.3186 Eh. The calculation puts the frontier orbital gap at 11.9 eV. Its energy above the lowest of the compared OMol25 structures with the same formula, charge and spin is 3.1 kcal/mol.

CARTESIAN COORDINATES (ANGSTROEM)
C1 0.733 -0.052 -0.186
N1 1.711 -0.159 -1.051
N2 1.969 -0.104 0.207
H1 -0.200 -0.018 0.260

Entry from the OMol25 dataset: 2 unconnected molecules or ions with the total composition C3H8N2 in a non-equilibrium geometry (ωB97M-V/def2-TZVPD).

Its structure (SMILES) is C=NC.C=N. As for the net charge: 0. The value obtained for the LUMO energy is 0.0265 Eh. The calculation puts the frontier orbital gap at 9.7 eV. Its energy above the lowest of the compared OMol25 structures with the same formula, charge and spin is 108.7 kcal/mol.

CARTESIAN COORDINATES (ANGSTROEM)
C1 -0.431 -0.811 -1.817
N1 -1.232 0.099 -1.308
C2 -2.298 -0.343 -0.349
H1 0.699 -0.728 -1.739
H2 -0.840 -1.879 -1.951
H3 -2.322 -1.408 -0.345
H4 -3.146 0.036 -0.825
H5 -1.919 -0.092 0.749
C3 2.633 1.115 1.775
N2 1.670 0.352 1.353
H6 3.641 0.564 1.741
H7 2.634 2.168 1.738
H8 0.909 0.928 0.978

Entry from the OMol25 dataset: 9 unconnected molecules or ions with the total composition C62H143N9O12 in a non-equilibrium geometry (ωB97M-V/def2-TZVPD).

Its structure (SMILES) is CC1(C)CCCC(C)(C)N1O.CC1(C)CCCC(C)(C)N1O.CC1(C)CCCC(C)(C)N1O.CC1(C)CCCC(C)(C)N1O.COC[C@H](C)N.COC[C@H](C)N.COCCNCCOC.COCCNCCOC.COCCNCCOC. As for the net charge: 0. The value obtained for the LUMO energy is 0.0204 Eh. The calculation puts the frontier orbital gap at 8.7 eV. Its energy above the lowest of the compared OMol25 structures with the same formula, charge and spin is 5.0 kcal/mol.

CARTESIAN COORDINATES (ANGSTROEM)
C1 21.038 10.874 14.983
C2 20.305 10.488 16.303
C3 18.847 11.059 16.149
C4 20.368 8.954 16.428
C5 19.924 8.483 17.757
C6 20.806 9.075 18.881
C7 20.784 10.591 18.896
C8 19.555 11.147 19.561
C9 22.061 11.000 19.702
N1 21.038 11.042 17.521
O1 21.183 12.436 17.395
H1 22.060 10.659 15.094
H2 20.660 10.293 14.165
H3 20.988 11.938 14.695
H4 18.344 10.542 15.287
H5 18.275 10.781 17.022
H6 18.773 12.095 15.999
H7 19.754 8.511 15.624
H8 21.425 8.691 16.304
H9 18.870 8.721 17.899
H10 20.087 7.378 17.825
H11 21.788 8.673 18.851
H12 20.384 8.688 19.848
H13 18.653 10.713 19.163
H14 19.436 12.204 19.492
H15 19.592 10.849 20.628
H16 22.947 10.523 19.271
H17 22.048 10.604 20.684
H18 22.214 12.099 19.691
H19 20.340 12.897 17.476
C10 20.085 17.035 19.883
C11 20.009 15.927 20.890
C12 20.202 14.548 20.184
C13 21.159 16.185 21.934
C14 21.069 15.286 23.123
C15 19.725 15.493 23.806
C16 18.513 15.248 22.876
C17 18.282 13.732 22.588
C18 17.194 15.698 23.491
N2 18.737 16.113 21.659
O2 17.651 15.908 20.731
H20 21.051 16.957 19.424
H21 19.216 17.043 19.205
H22 20.086 18.032 20.420
H23 21.114 14.587 19.589
H24 20.402 13.739 20.907
H25 19.288 14.383 19.583
H26 22.099 16.084 21.352
H27 21.149 17.197 22.315
H28 21.123 14.209 22.867
H29 21.947 15.500 23.828
H30 19.661 16.467 24.231
H31 19.561 14.839 24.704
H32 17.842 13.425 23.565
H33 19.175 13.207 22.383
H34 17.593 13.654 21.756
H35 17.025 15.074 24.337
H36 16.348 15.769 22.884
H37 17.302 16.739 23.782
H38 17.171 16.730 20.692
C19 14.324 8.606 20.550
C20 13.749 9.728 19.615
C21 14.166 9.466 18.141
C22 12.195 9.702 19.863
C23 11.511 10.861 19.242
C24 12.033 12.126 19.873
C25 13.586 12.271 19.599
C26 13.889 12.654 18.145
C27 14.032 13.448 20.549
N3 14.209 11.058 20.196
O3 15.597 11.106 19.889
H39 14.259 8.887 21.619
H40 13.728 7.722 20.328
H41 15.388 8.454 20.355
H42 15.121 9.869 18.032
H43 14.234 8.376 17.862
H44 13.491 9.960 17.477
H45 11.806 8.765 19.433
H46 12.028 9.665 20.959
H47 11.689 10.804 18.206
H48 10.434 10.801 19.356
H49 11.923 12.137 20.979
H50 11.561 13.046 19.508
H51 14.921 12.411 17.905
H52 13.740 13.705 17.930
H53 13.171 12.125 17.523
H54 14.934 13.961 20.222
H55 14.041 13.196 21.628
H56 13.193 14.162 20.557
H57 16.010 10.862 20.692
C28 17.435 21.607 14.443
C29 18.744 20.765 14.380
C30 18.661 19.852 13.126
C31 20.015 21.581 14.250
C32 20.197 22.441 15.480
C33 20.478 21.408 16.632
C34 19.341 20.431 16.819
C35 20.042 19.345 17.660
C36 18.108 21.014 17.563
N4 18.982 19.875 15.526
O4 17.961 18.947 15.755
H58 17.129 21.856 13.452
H59 16.609 20.995 14.845
H60 17.540 22.477 15.135
H61 18.717 20.440 12.221
H62 19.558 19.172 13.170
H63 17.739 19.215 13.160
H64 20.891 20.880 14.307
H65 20.053 22.076 13.294
H66 20.932 23.216 15.400
H67 19.297 23.013 15.764
H68 20.704 21.902 17.572
H69 21.368 20.795 16.331
H70 19.477 18.431 17.736
H71 20.125 19.787 18.663
H72 21.061 19.099 17.294
H73 17.663 21.881 17.019
H74 18.560 21.296 18.548
H75 17.356 20.289 17.806
H76 17.086 19.356 15.905
C37 17.519 14.195 17.872
O5 18.706 14.364 17.098
C38 18.688 15.567 16.386
C39 19.918 15.705 15.525
C40 21.135 15.656 16.406
N5 19.880 16.921 14.747
H77 17.458 13.224 18.349
H78 16.679 14.276 17.202
H79 17.505 14.908 18.663
H80 17.821 15.748 15.801
H81 18.647 16.444 17.158
H82 19.979 14.874 14.845
H83 21.390 14.697 16.865
H84 21.069 16.457 17.105
H85 21.973 15.869 15.740
H86 20.051 17.738 15.344
H87 18.923 17.086 14.420
C41 23.607 17.895 17.867
O6 24.992 17.637 17.555
C42 25.097 16.453 16.864
C43 26.539 16.185 16.452
C44 26.896 17.161 15.278
N6 26.691 14.790 15.947
H88 23.160 16.991 18.279
H89 23.102 18.165 16.943
H90 23.569 18.683 18.558
H91 24.729 15.677 17.558
H92 24.502 16.449 15.940
H93 27.231 16.245 17.257
H94 26.966 18.189 15.541
H95 26.110 17.075 14.540
H96 27.863 16.861 14.809
H97 26.360 14.136 16.590
H98 26.184 14.716 15.077
C45 14.828 15.369 14.204
O7 14.657 16.575 14.851
C46 14.963 17.731 14.055
C47 14.405 18.855 14.898
N7 15.000 18.760 16.207
C48 14.210 19.554 17.153
C49 14.557 19.415 18.630
O8 14.104 18.108 18.972
C50 14.128 17.817 20.344
H99 14.976 14.608 14.994
H100 15.795 15.307 13.683
H101 13.940 15.070 13.526
H102 14.562 17.673 13.041
H103 16.070 17.914 14.081
H104 13.288 18.703 14.849
H105 14.545 19.858 14.460
H106 15.009 17.787 16.473
H107 13.145 19.232 17.098
H108 14.386 20.621 16.878
H109 14.058 20.192 19.206
H110 15.657 19.394 18.935
H111 13.560 16.884 20.448
H112 13.577 18.581 20.945
H113 15.174 17.662 20.624
C51 19.475 13.907 12.341
O9 20.229 14.507 11.307
C52 20.869 15.720 11.688
C53 21.271 16.346 10.401
N8 22.457 17.196 10.424
C54 22.349 18.614 10.467
C55 23.057 19.108 11.686
O10 22.267 18.657 12.789
C56 22.799 18.679 14.097
H114 19.243 12.868 12.155
H115 18.512 14.459 12.503
H116 20.053 13.972 13.266
H117 21.822 15.410 12.232
H118 20.227 16.358 12.305
H119 20.373 16.887 9.997
H120 21.567 15.528 9.810
H121 23.082 16.889 9.751
H122 21.324 19.024 10.475
H123 22.791 19.103 9.564
H124 23.223 20.222 11.825
H125 24.052 18.598 11.678
H126 22.003 18.774 14.771
H127 23.542 19.459 14.293
H128 23.365 17.757 14.336
C57 29.773 17.461 9.360
O11 28.928 17.391 10.509
C58 28.205 16.193 10.544
C59 27.468 16.140 11.835
N9 26.636 14.967 11.975
C60 25.281 15.187 11.534
C61 24.475 13.993 11.767
O12 24.189 13.813 13.162
C62 23.134 12.896 13.395
H129 30.598 18.100 9.620
H130 29.192 17.930 8.588
H131 30.201 16.535 9.034
H132 28.790 15.255 10.410
H133 27.430 16.280 9.737
H134 26.924 17.062 12.102
H135 28.250 16.141 12.588
H136 26.645 14.726 13.018
H137 25.307 15.486 10.475
H138 24.797 15.984 12.074
H139 24.975 13.155 11.297
H140 23.465 13.955 11.297
H141 22.367 13.246 12.760
H142 22.873 13.035 14.445
H143 23.422 11.900 13.221